one.
Below is an isolated molecule of C2H5NOS2, with properties calculated with ωB97M-V with the def2-TZVPD basis set.

Summary:
HOMO energy (alpha / beta)	-9.44 / -8.40	eV
gap between HOMO and LUMO (alpha / beta)	8.0 / 7.7	eV
LUMO energy (alpha / beta)	-0.0516 / -0.0243	hartree

```
! wB97M-V def2-TZVPD RIJCOSX def2/J DEFGRID3
* xyz 0 1
C 0.395 0.043 1.039
C -0.998 0.212 0.340
N 1.013 -1.120 0.584
O -0.832 0.628 -0.977
S 0.748 0.512 -3.362
S -0.272 -0.469 -2.096
H 0.959 0.982 0.920
H 0.137 -0.084 2.102
H -1.527 -0.744 0.399
H -1.572 1.000 0.832
H 1.949 -0.959 0.220
*
```



two.
Below is an isolated molecule of C2H5NOS2, with properties calculated with ωB97M-V with the def2-TZVPD basis set.

Summary:
HOMO energy	-8.38	eV
gap between HOMO and LUMO	9.0	eV
SMILES	COC(=S)NS
LUMO energy	0.0216	hartree

```
! wB97M-V def2-TZVPD RIJCOSX def2/J DEFGRID3
* xyz 0 1
C 0.706 -0.747 1.435
O 0.012 -0.478 0.197
C 0.004 0.758 -0.271
S 0.724 2.080 0.432
N -0.692 0.847 -1.420
S -1.494 -0.427 -2.283
H 1.786 -0.468 1.323
H 0.601 -1.805 1.604
H 0.252 -0.142 2.238
H -0.752 1.744 -1.865
H -1.147 -1.362 -1.390
*
```



two is preferred energetically. Next in line: 0.0780 hartree higher.



one.
Below is a cluster of 2 separate species, C5H9N3OS in total, with properties calculated with ωB97M-V with the def2-TZVPD basis set.

Summary:
HOMO energy	-8.76	eV
gap between HOMO and LUMO	9.5	eV
LUMO energy	0.0283	hartree

```
! wB97M-V def2-TZVPD RIJCOSX def2/J DEFGRID3
* xyz 0 1
C -1.859 -1.969 1.081
C -1.710 -3.358 1.223
C 0.881 1.390 -1.718
C 1.776 1.288 0.692
C 0.602 1.145 -0.258
N -0.646 -1.449 0.909
N -0.431 -3.628 1.151
N 0.125 -2.487 0.947
O 2.114 -0.937 -1.047
S 0.810 -0.383 -1.359
H -2.717 -1.482 0.870
H 1.858 1.947 -1.850
H -2.511 -4.126 1.432
H 0.071 1.662 -2.488
H 2.699 1.092 0.305
H 1.408 0.741 1.646
H 1.672 2.329 0.919
H -0.415 0.945 0.161
H 1.108 -2.326 0.742
*
```



two.
Below is an isolated molecule of C5H9N3OS, with properties calculated with ωB97M-V with the def2-TZVPD basis set.

Summary:
HOMO energy	-8.23	eV
gap between HOMO and LUMO	8.7	eV
LUMO energy	0.0165	hartree

```
! wB97M-V def2-TZVPD RIJCOSX def2/J DEFGRID3
* xyz 0 1
C -0.974 -1.880 0.058
C -1.692 -3.081 -0.262
C -0.741 -1.252 -1.116
C 1.065 1.157 1.189
C 0.403 2.042 0.150
N -1.939 -3.123 -1.541
N -1.368 -2.034 -2.025
N -0.241 -0.064 -1.483
O -1.818 0.646 0.728
S -1.183 1.339 -0.361
H -0.427 -1.691 0.980
H -1.872 -3.770 0.579
H 0.919 0.118 0.886
H 2.058 1.164 1.352
H 0.594 1.341 2.189
H 0.996 2.267 -0.670
H 0.080 2.949 0.722
H -1.232 -1.955 -3.004
H -0.519 0.354 -2.409
*
```



three.
Below is a cluster of 2 separate species, C5H9N3OS in total, with properties calculated with ωB97M-V with the def2-TZVPD basis set.

Summary:
HOMO energy (alpha / beta)	-8.74 / -8.81	eV
gap between HOMO and LUMO (alpha / beta)	7.5 / 8.3	eV
LUMO energy (alpha / beta)	-0.0453 / -0.0198	hartree

```
! wB97M-V def2-TZVPD RIJCOSX def2/J DEFGRID3
* xyz 0 1
C 0.227 1.169 1.270
C -0.346 2.386 0.974
C -0.157 0.339 0.185
C -0.116 -4.009 0.553
C -1.322 3.438 -1.057
N -0.788 0.972 -0.722
N -0.926 2.317 -0.249
N 1.692 -2.942 -0.988
O 1.904 -2.510 1.394
S 0.816 -2.545 0.389
H 0.926 1.076 2.062
H -0.175 3.219 1.506
H -0.384 -4.139 1.589
H -1.023 -3.942 0.050
H -0.849 3.299 -2.072
H -2.341 3.517 -1.173
H -1.012 4.375 -0.743
H 1.294 -3.311 -1.840
H 2.580 -2.710 -1.128
*
```



two is preferred energetically. Next in line: 0.0199 hartree higher.



one.
Below is a cluster of 2 separate species, C2H3N2O2 in total, with properties calculated with ωB97M-V with the def2-TZVPD basis set.

Summary:
HOMO energy	-15.75	eV
gap between HOMO and LUMO	9.8	eV
LUMO energy	-0.2170	hartree

```
! wB97M-V def2-TZVPD RIJCOSX def2/J DEFGRID3
* xyz 1 1
C -0.197 0.520 0.420
C -0.603 -0.878 -0.108
N 2.973 -0.736 -0.202
N 3.943 -0.595 0.277
O 0.970 0.784 0.347
O 0.334 -1.586 -0.222
H -0.872 1.271 0.717
H -1.594 -1.200 -0.582
H 1.853 -0.918 -0.396
*
```



two.
Below is a cluster of 2 separate species, C2H3N2O2 in total, with properties calculated with ωB97M-V with the def2-TZVPD basis set.

Summary:
HOMO energy	-16.60	eV
gap between HOMO and LUMO	12.1	eV
LUMO energy	-0.1667	hartree

```
! wB97M-V def2-TZVPD RIJCOSX def2/J DEFGRID3
* xyz 1 1
C -1.063 0.165 0.024
C 2.517 -0.179 -0.293
N -0.456 0.887 -0.642
N -1.844 -0.523 0.731
O 1.891 -0.345 -1.246
O 3.139 -0.010 0.652
H 0.090 1.466 -1.219
H -2.702 -0.800 0.273
H -1.572 -0.660 1.720
*
```



two is preferred energetically. Next in line: 0.0932 hartree higher.



one.
Below is a cluster of 2 separate species, C11H13NOSe in total, with properties calculated with ωB97M-V with the def2-TZVPD basis set.

Summary:
HOMO energy	-8.44	eV
gap between HOMO and LUMO	8.5	eV
LUMO energy	0.0026	hartree

```
! wB97M-V def2-TZVPD RIJCOSX def2/J DEFGRID3
* xyz 0 1
C -0.904 0.812 3.650
C -1.878 -2.046 -3.084
C -1.835 -0.692 -2.946
C -1.509 -2.911 -2.073
C -1.539 -0.197 -1.678
C -1.289 -2.387 -0.753
C -1.306 -0.998 -0.620
C 3.278 1.671 0.074
C -0.736 1.797 2.593
C 2.065 1.104 0.775
C -0.978 1.241 1.189
N -1.174 0.062 4.470
O 1.981 -0.303 1.250
Se -0.734 -0.459 1.139
H -2.315 -2.526 -4.024
H -2.012 0.044 -3.712
H -1.610 -3.969 -2.096
H -1.596 0.842 -1.598
H -1.153 -3.136 0.008
H 3.280 1.190 -0.972
H 3.191 2.724 -0.066
H 4.161 1.409 0.579
H -1.425 2.650 2.688
H 0.251 2.197 2.456
H 1.683 1.692 1.609
H 1.374 1.048 -0.001
H 2.730 -0.861 1.141
*
```



two.
Below is a cluster of 2 separate species, C11H13NOSe in total, with properties calculated with ωB97M-V with the def2-TZVPD basis set.

Summary:
HOMO energy (alpha / beta)	-7.79 / -7.79	eV
gap between HOMO and LUMO (alpha / beta)	6.5 / 6.5	eV
LUMO energy (alpha / beta)	-0.0479 / -0.0479	hartree

```
! wB97M-V def2-TZVPD RIJCOSX def2/J DEFGRID3
* xyz 0 1
C 3.986 -0.437 -0.975
C 3.704 -0.369 0.428
C 3.006 0.153 -1.818
C 2.619 0.323 0.983
C 1.907 0.840 -1.273
C 1.753 0.950 0.068
C -1.356 0.167 -1.317
C -2.747 0.196 0.733
C -3.471 0.830 -0.450
C -1.467 -0.223 0.121
C -0.515 -1.173 0.775
N -2.480 0.971 -1.480
O -0.619 -0.291 -2.187
Se 0.180 1.964 0.736
H 4.861 -0.913 -1.416
H 4.316 -0.903 1.103
H 3.007 0.052 -2.847
H 2.419 0.311 2.045
H 1.032 1.335 -1.909
H -2.468 0.891 1.617
H -3.294 -0.667 1.267
H -4.332 0.349 -0.914
H -3.971 1.783 -0.305
H -0.714 -1.297 1.936
H 0.493 -0.861 0.428
H -0.765 -2.070 0.103
H -2.710 1.267 -2.340
*
```



two is preferred energetically. Next in line: 0.0871 hartree higher.